{
  "formula": "C34H29N4NiO3PS4",
  "method": "wB97M-V/def2-TZVPD",
  "spin_multiplicity": 3,
  "largest_force_ev_per_a": 0.7,
  "total_charge": 0,
  "total_energy_ev": -141506.3623,
  "homo_ev": [-7.78, -7.77],
  "gap_ev": [7.72, 7.33],
  "symbols": ["Ni", "N", "C", "C", "C", "C", "C", "C", "S", "O", "O", "N", "C", "N", "C", "C", "C", "N", "H", "H", "H", "H", "H", "H", "H", "H", "H", "O", "S", "C", "C", "C", "C", "C", "C", "C", "C", "C", "C", "C", "C", "H", "H", "H", "H", "H", "H", "H", "H", "H", "H", "S", "P", "S", "C", "C", "C", "C", "C", "C", "C", "C", "C", "C", "C", "C", "H", "H", "H", "H", "H", "H", "H", "H", "H", "H"],
  "positions_angstrom": [[-0.63470, -1.12445, 0.48759], [-0.48497, 5.02023, -4.08772], [-0.66927, 4.36903, -2.88324], [0.01039, 4.79054, -1.73723], [-0.19267, 4.15199, -0.52886], [-1.10218, 3.10657, -0.45430], [-1.78462, 2.67173, -1.58815], [-1.56700, 3.29918, -2.79441], [-1.23934, 2.16669, 1.00858], [-2.57300, 1.63670, 1.09513], [-0.69619, 2.89770, 2.11893], [-0.31231, 0.85807, 0.67264], [0.98923, 0.73705, 0.99159], [1.85210, 1.73751, 1.20481], [3.08589, 1.37848, 1.52207], [3.51413, 0.05605, 1.61499], [2.57543, -0.90994, 1.32002], [1.33060, -0.58505, 1.00160], [0.33986, 5.58535, -4.18640], [-0.76605, 4.53082, -4.91954], [0.71217, 5.61362, -1.80681], [0.34185, 4.45142, 0.36248], [-2.47142, 1.83816, -1.51876], [-2.07913, 2.94895, -3.68274], [3.78033, 2.19424, 1.69677], [4.52655, -0.20295, 1.88269], [2.81742, -1.96652, 1.32645], [-1.85144, -1.33992, 2.10732], [-1.48848, -0.48149, 3.31215], [-2.64411, -0.96339, 4.57879], [-2.93083, -0.03991, 5.56971], [-3.79679, -0.40588, 6.59040], [-4.37022, -1.66910, 6.59195], [-4.09025, -2.57230, 5.57254], [-3.22073, -2.22297, 4.55270], [-0.02094, -1.24596, 4.01225], [0.35144, -2.51795, 3.61847], [1.47896, -3.09499, 4.18592], [2.21796, -2.39650, 5.13175], [1.84102, -1.11151, 5.50205], [0.71736, -0.52732, 4.93845], [-2.49500, 0.95119, 5.53735], [-4.03519, 0.30128, 7.37310], [-5.05107, -1.94878, 7.38476], [-4.55250, -3.55019, 5.57189], [-2.99949, -2.90061, 3.73875], [-0.23829, -3.06116, 2.88879], [1.77794, -4.09170, 3.88907], [3.08632, -2.85540, 5.58521], [2.42696, -0.55976, 6.22472], [0.43036, 0.48346, 5.20370], [-2.55241, -0.32399, -3.99577], [-0.82786, -0.97448, -3.36449], [-0.87943, -1.95034, -1.54724], [-0.08772, -2.21973, -4.47240], [-0.70987, -2.54274, -5.66837], [-0.10899, -3.44208, -6.54195], [1.11039, -4.01441, -6.22029], [1.73336, -3.69620, -5.01767], [1.13609, -2.80287, -4.14574], [0.45332, 0.31508, -3.37852], [0.53636, 1.11279, -4.52012], [1.53730, 2.06301, -4.62661], [2.45071, 2.23466, -3.59215], [2.36421, 1.44852, -2.45539], [1.37068, 0.48121, -2.35578], [-1.66457, -2.08855, -5.90227], [-0.59730, -3.69416, -7.47441], [1.58055, -4.70909, -6.90455], [2.68347, -4.14757, -4.76255], [1.61317, -2.55757, -3.20445], [-0.19122, 0.98443, -5.31238], [1.60303, 2.67681, -5.51617], [3.23079, 2.98084, -3.67599], [3.06522, 1.58519, -1.64211], [1.30460, -0.14905, -1.48259]],
  "forces_ev_per_a": [[-0.24, 0.68, -0.16], [-0.08, 0.09, -0.01], [0.02, -0.05, 0.02], [0.04, 0.01, -0.02], [-0.11, 0.00, 0.04], [0.12, 0.03, -0.09], [0.03, 0.05, 0.09], [-0.01, 0.03, -0.02], [-0.10, -0.09, -0.27], [0.00, 0.03, 0.06], [0.02, 0.02, 0.03], [0.16, -0.19, 0.50], [0.01, 0.13, -0.23], [0.00, -0.03, 0.06], [-0.04, -0.02, -0.02], [0.02, 0.07, 0.00], [-0.02, -0.15, -0.09], [-0.22, -0.02, 0.30], [0.03, -0.04, -0.02], [0.04, -0.02, 0.00], [-0.01, 0.01, 0.01], [0.03, 0.00, -0.01], [0.00, -0.03, -0.05], [-0.02, -0.02, 0.01], [0.02, -0.01, 0.02], [0.01, 0.02, -0.01], [-0.02, 0.00, 0.03], [0.49, -0.27, 0.00], [0.03, 0.23, 0.10], [-0.01, -0.06, -0.14], [0.01, 0.01, 0.00], [-0.01, -0.01, 0.00], [0.01, 0.01, -0.02], [0.00, 0.00, 0.00], [-0.01, 0.00, 0.04], [-0.14, -0.03, -0.04], [-0.01, -0.20, 0.03], [0.00, 0.04, -0.01], [-0.04, 0.04, 0.00], [0.04, -0.05, 0.00], [0.03, 0.12, -0.07], [0.00, 0.01, -0.01], [0.00, 0.00, 0.00], [0.00, 0.00, 0.00], [-0.01, 0.00, 0.00], [0.00, -0.01, 0.00], [0.00, 0.06, 0.01], [-0.01, -0.01, 0.01], [0.03, 0.01, -0.03], [0.00, 0.00, 0.01], [-0.02, 0.00, 0.00], [0.03, 0.07, -0.04], [-0.23, 0.13, 0.02], [0.14, -0.58, -0.20], [0.02, -0.04, 0.07], [-0.02, -0.03, -0.02], [-0.02, 0.01, 0.01], [0.02, 0.01, 0.02], [-0.02, 0.01, -0.01], [-0.02, 0.01, -0.03], [0.00, -0.01, -0.01], [0.03, 0.02, 0.05], [-0.03, -0.01, 0.01], [0.00, 0.01, 0.00], [-0.04, -0.01, 0.00], [0.05, 0.07, 0.02], [0.00, 0.01, -0.01], [-0.01, 0.00, 0.00], [0.00, -0.01, 0.00], [0.01, 0.00, 0.00], [0.01, 0.00, 0.00], [-0.01, 0.01, -0.01], [0.02, 0.00, -0.01], [-0.01, 0.02, 0.00], [0.01, 0.00, 0.01], [0.02, -0.06, 0.06]],
  "mulliken_charge": [0.13, -0.52, 0.93, -0.79, -0.46, -0.47, -0.65, -0.62, 1.60, -0.77, -0.73, 0.35, 1.18, -0.48, -0.42, -0.78, -0.28, -0.21, 0.22, 0.24, 0.31, 0.45, 0.60, 0.26, 0.49, 0.48, 0.52, -0.82, 0.40, 0.18, -0.20, -0.73, -0.41, -0.75, -0.20, 0.64, -0.27, -0.78, -0.41, -0.67, -0.44, 0.49, 0.40, 0.39, 0.39, 0.40, 0.49, 0.44, 0.42, 0.42, 0.42, -0.45, 1.04, -0.36, 0.35, -0.41, -0.57, -0.40, -0.69, -0.35, 0.50, -0.73, -0.62, -0.71, -0.38, -0.16, 0.33, 0.39, 0.37, 0.38, 0.29, 0.42, 0.48, 0.42, 0.37, 0.12]
}